DFT (ωB97M-V/def2-TZVPD) results for a cluster of 3 separate species, C7H22O2SSi in total.

Geometry as XYZ:
```
33
C7H22O2SSi (ωB97M-V/def2-TZVPD)
S 0.8261 -0.4241 -4.1188
Si 3.5954 -1.2491 -5.1603
O -1.3120 0.6669 4.9050
O -1.7174 0.7247 -0.6923
C -0.5262 1.8451 5.0521
C -2.6055 0.4999 1.5813
C 1.7985 -0.9061 -5.5727
C -0.1498 2.1189 6.4946
C -0.1569 -1.8732 -2.0394
C 0.8535 -1.9688 -3.1789
C -1.4052 0.7693 0.6968
H 4.0874 -0.2360 -4.2068
H -2.3825 1.3946 -0.8726
H 0.3906 1.2704 6.9142
H -2.3134 0.5045 2.6324
H -3.0429 -0.4699 1.3416
H 4.4426 -1.2399 -6.3775
H -1.1649 -2.0510 -2.4123
H 1.8588 -2.1426 -2.7947
H 0.3657 1.6685 4.4510
H -1.0466 2.7085 4.6226
H 0.6050 -2.7799 -3.8657
H -2.1201 0.7759 5.4144
H 0.4815 3.0055 6.5674
H -3.3731 1.2644 1.4327
H 1.3254 -1.7746 -6.0370
H -0.9512 1.7330 0.9536
H -1.0407 2.2923 7.1027
H -0.6448 0.0014 0.8428
H -0.1652 -0.8702 -1.6117
H 1.7080 -0.0741 -6.2720
H 0.0726 -2.6007 -1.2623
H 3.7072 -2.5835 -4.5302
```

Summary:
- Total energy: -30422.5632 eV
- SMILES: CCSC[SiH3].CCO.CCO
- M: 198.4 u
- Spin multiplicity: 1
- HOMO energy: -8.1564 eV

Atomic partial charges in e from the natural (NBO) method, atoms 1 to 4:
1. S 0.206
2. Si 0.875
3. O -0.722
4. O -0.725